1.
27
Properties=species:S:1:pos:R:3 method="wB97M-V/def2-TZVPD" spin_multiplicity=1 de_lowest_kcal_mol=93.0 molar_mass_g_mol=153.2 charge=+1
C 1.40140 2.11739 0.66927
O 2.24292 1.11347 1.19668
C -0.13852 1.81010 0.37073
C -0.14419 0.89290 -1.00872
C -0.46057 -0.55465 -0.57888
N 0.64302 -3.15204 -1.06544
C 1.28976 -2.30865 -0.17047
N 0.80323 -1.06469 0.08592
H 1.82899 2.38469 -0.28053
H 1.43159 2.98952 1.34735
H 3.19325 1.54324 1.05255
H -0.76465 2.74609 0.39005
H -0.74617 1.21247 1.03324
H -0.94717 1.13965 -1.80011
H 0.83638 1.03638 -1.50618
H -1.30955 -0.57515 0.25692
H -0.76633 -1.28505 -1.47420
H -0.12019 -2.84789 -1.53574
H 0.69775 -4.08531 -0.85824
H 2.34173 -2.55437 0.40082
H 1.52931 -0.29642 0.56397
H -2.24776 2.87922 -0.41284
H -3.32244 1.94566 -1.07673
O -2.39830 2.04203 -0.89756
H -1.58407 -1.94341 2.35265
H -1.91366 -3.04511 1.54339
O -1.37574 -2.14005 1.40209

2.
31
Properties=species:S:1:pos:R:3 method="wB97M-V/def2-TZVPD" spin_multiplicity=1 de_lowest_kcal_mol=60.4 molar_mass_g_mol=203.3 charge=+2
C -3.32686 0.09068 -0.24670
C 0.99071 -2.24557 -0.13749
C 0.56361 -0.98364 0.56569
C 2.43607 -2.49356 0.33472
C 1.43834 0.08977 -0.03919
N -3.53774 -1.05482 -0.95297
N 1.03330 1.36370 0.04664
N 2.69407 -0.12237 -0.34928
N 1.83439 2.39024 -0.04658
N 3.12812 2.48437 -0.54424
N -2.10681 0.48620 -0.20598
N -4.38766 0.80803 0.29581
N 3.16445 -1.28807 -0.18496
N -1.62879 1.61016 0.54904
H 0.41575 -3.06495 0.18049
H 0.86704 -2.13757 -1.30304
H -0.55344 -0.60204 0.39535
H 0.68266 -1.15652 1.72517
H 2.30016 -2.68614 1.45062
H 2.74815 -3.43527 -0.20269
H -4.12459 -1.62869 -0.37797
H -2.23388 1.94154 1.39182
H 3.39343 1.62718 -1.01597
H 1.63601 3.32975 0.22639
H 3.27384 3.38370 -0.96638
H -5.33774 0.53614 0.18157
H -4.45541 1.81646 0.11819
H 4.15609 -1.44850 -0.21958
H -2.76387 -1.59210 -1.28631
H -1.81214 2.45501 0.04899
H -0.48724 1.52691 0.56885